Formula: C16H19N3O4
Source: the OMol25 dataset
Level of theory: wB97M-V/def2-TZVPD

Structure (XYZ):
```
42
Properties=species:S:1:pos:R:3
C 3.05201 0.70076 7.81156
C 2.41301 0.61290 6.46124
C 1.10831 1.04045 6.24162
C 0.55797 0.94208 4.97442
C 1.33693 0.41079 3.95193
O 0.95006 0.24678 2.65419
C -0.35802 0.63026 2.29617
C -0.54678 0.30778 0.85385
C -0.17226 -0.76337 0.09637
C -0.65638 -0.44384 -1.19890
C -0.59291 -1.36583 -2.36575
O -0.66243 -2.56764 -2.16721
N -0.45914 -0.83542 -3.59848
C -0.36229 0.56363 -3.94346
C -1.60047 0.98168 -4.73628
C -1.74346 0.10549 -5.97910
C -1.74384 -1.38725 -5.60945
O -2.93243 -1.77508 -4.96936
C -0.50839 -1.71113 -4.75168
N -1.27306 0.71337 -1.17884
O -1.20679 1.18816 0.08328
C 2.63679 0.00808 4.27273
N 3.14967 0.10745 5.47838
H 2.49361 0.10909 8.53507
H 4.06944 0.32698 7.75324
H 3.06726 1.73249 8.15874
H 0.52566 1.44857 7.05382
H -0.45426 1.27666 4.80336
H -1.09952 0.07798 2.89515
H -0.51532 1.70812 2.44312
H 0.36210 -1.63981 0.39064
H -0.27348 1.16604 -3.04230
H 0.53383 0.69953 -4.56197
H -1.51237 2.02929 -5.02483
H -2.48012 0.88279 -4.09795
H -2.67349 0.33825 -6.49907
H -0.91273 0.29526 -6.66162
H -1.70766 -1.98802 -6.52512
H -2.91895 -1.44328 -4.06373
H -0.56318 -2.74039 -4.39095
H 0.40021 -1.58012 -5.34805
H 3.27287 -0.40953 3.50521
```

Calculated values
HOMO ... -8.9 eV
SMILES ... Cc1ccc(OCc2cc(C(=O)N3CCC[C@H](O)C3)no2)cn1
Electronic energy ... -1086.28397 a.u.
LUMO energy ... 0.02265 Ha

Formula: C20H46O8
Source: the OMol25 dataset
Level of theory: wB97M-V/def2-TZVPD

Structure (XYZ):
```
74
Properties=species:S:1:pos:R:3
C 2.93098 -2.22171 -3.11602
C 2.73055 -1.07163 -2.13816
C 4.13666 -0.93369 -1.59426
O 4.58460 -2.27160 -1.38461
C 3.85456 -3.13472 -2.28210
H 3.37987 -1.87411 -4.04208
H 2.01849 -2.78923 -3.30441
H 1.90534 -1.21421 -1.43853
H 2.46649 -0.09799 -2.57817
H 4.17962 -0.41957 -0.63127
H 4.80207 -0.45327 -2.31998
H 3.32824 -3.90390 -1.71899
H 4.57524 -3.62312 -2.94375
C -4.63528 0.68736 2.56080
C -3.42986 1.54272 2.18030
C -2.32767 0.68439 2.77079
O -2.80378 0.34798 4.06373
C -4.22656 0.24659 3.98890
H -4.70825 -0.13486 1.85359
H -5.52075 1.31993 2.63712
H -3.53856 2.49941 2.69242
H -3.31619 1.64323 1.10264
H -1.36817 1.21160 2.78663
H -2.15851 -0.21312 2.16085
H -4.68165 0.90791 4.72973
H -4.59524 -0.76619 4.17350
C 2.03581 3.83568 -0.00948
C 2.19235 2.31516 0.17406
C 0.79352 1.69550 -0.03946
O -0.10241 2.81655 -0.13597
C 0.59851 3.99165 -0.50301
H 2.73893 4.27196 -0.71279
H 2.14477 4.27921 0.97913
H 2.55826 2.08559 1.17213
H 2.84545 1.85463 -0.56984
H 0.42127 1.08031 0.77628
H 0.72956 1.13472 -0.97544
H 0.03035 4.83908 -0.12175
H 0.56191 4.04975 -1.60179
C -1.90159 1.59288 -2.82130
C -2.63846 2.84222 -3.28337
C -3.11103 3.42566 -1.97382
O -3.53364 2.29891 -1.23441
C -2.74138 1.16252 -1.59783
H -0.88330 1.79344 -2.48648
H -1.90583 0.83033 -3.59929
H -3.48050 2.51737 -3.90946
H -2.08572 3.42826 -4.02332
H -3.90601 4.16840 -2.05347
H -2.28758 3.95320 -1.47227
H -3.28523 0.24976 -1.84636
H -2.09961 0.95737 -0.73877
C 3.29291 -1.83713 2.95774
C 2.76167 -3.19299 2.49586
C 2.08687 -2.86956 1.15415
O 1.56181 -1.56354 1.34575
C 2.16799 -0.89898 2.44363
H 4.29290 -1.61910 2.59614
H 3.24595 -1.81296 4.04616
H 1.99202 -3.54234 3.18525
H 3.54642 -3.94180 2.39006
H 1.34534 -3.62787 0.91488
H 2.85798 -2.76644 0.38342
H 1.42645 -0.75181 3.23312
H 2.51465 0.09907 2.17058
O -1.18987 -1.69393 -0.20712
H -0.37350 -1.36133 0.19429
H -0.91323 -2.46195 -0.74125
O -0.19784 -4.09336 -1.50610
H -0.54054 -4.97519 -1.31386
H -0.03609 -4.09173 -2.45766
O -3.83983 -2.31368 0.70168
H -2.91496 -2.24314 0.39644
H -4.35770 -1.87861 0.01632
```

Calculated values
HOMO ... -8.9 eV
SMILES ... C1CCOC1.C1CCOC1.C1CCOC1.C1CCOC1.C1CCOC1.O.O.O
Electronic energy ... -1391.46731 a.u.
LUMO energy ... 0.00189 Ha

Formula: C2H11NO4
Source: the OMol25 dataset
Level of theory: wB97M-V/def2-TZVPD

Structure (XYZ):
```
18
Properties=species:S:1:pos:R:3
C 0.61304 2.17538 0.10501
C 0.45672 0.94268 1.01733
N 1.21609 -0.20148 0.60825
O -0.38210 0.96205 1.95396
H 0.86661 3.09353 0.77503
H -0.35980 2.27367 -0.43889
H 1.35449 2.36652 -0.66619
H 1.24928 -0.60961 -0.30918
H 1.60910 -0.80516 1.23549
O -0.55512 -1.46799 -1.92330
H -0.94801 -1.13275 -2.71963
H -1.07500 -2.17416 -1.56899
O -1.12582 -0.98574 4.28408
H -0.77838 -0.09143 4.03044
H -1.99845 -0.91653 4.01970
O 0.07913 -0.76365 -4.91071
H 1.03771 -0.93493 -4.78419
H -0.01739 -0.32449 -5.79754
```

Calculated values
HOMO ... -9.8 eV
SMILES ... CC(N)=O.O.O.O
Electronic energy ... -438.48994 a.u.
LUMO energy ... 0.01629 Ha

Formula: C13H25NO4Si
Source: the OMol25 dataset
Level of theory: wB97M-V/def2-TZVPD

Structure (XYZ):
```
44
Properties=species:S:1:pos:R:3
C -3.35796 3.96157 0.55734
C -2.28921 2.95283 0.53135
O -2.44649 1.93954 -0.13377
O -1.17979 3.25598 1.35595
C -0.22561 2.19403 1.14215
N 1.19218 2.55807 1.05010
C 1.51654 1.69799 2.14906
O 2.56978 1.38056 2.70118
C 0.07266 1.25646 2.28773
C -0.13819 -0.27032 2.01002
C -1.62774 -0.60552 2.16172
O 0.46991 -0.59379 0.76236
Si 0.17986 -1.65741 -0.58198
C -1.38970 -1.03504 -1.40581
C -0.28311 -3.37383 0.03548
C 1.79749 -1.45201 -1.65362
C 1.26670 -0.78716 -3.00799
C 2.69731 -0.32548 -1.02394
C 2.59026 -2.66168 -2.11319
H -4.16460 3.64001 -0.13365
H -3.06476 5.04103 0.50453
H -3.81874 4.00193 1.56361
H -0.48423 1.60498 0.26615
H 1.40662 3.59843 1.15147
H -0.38552 1.60906 3.27990
H 0.42135 -0.83234 2.81390
H -1.90439 -1.65434 2.18520
H -2.24976 -0.06568 1.41806
H -1.91253 -0.32270 3.12856
H -1.78551 -1.93915 -1.86832
H -2.01653 -0.71136 -0.56677
H -1.37483 -0.18729 -2.09750
H -0.62008 -3.34263 1.06530
H 0.61200 -3.99695 0.07503
H -1.05177 -3.85813 -0.55067
H 2.09419 -0.71026 -3.75259
H 0.58448 -1.40478 -3.66096
H 0.83792 0.13820 -2.71247
H 3.60672 0.00986 -1.57439
H 2.14854 0.59276 -0.71725
H 3.14548 -0.72055 -0.06016
H 3.14372 -2.33091 -2.97875
H 3.37263 -2.99064 -1.42068
H 2.04472 -3.60334 -2.18170
```

Calculated values
HOMO ... -9.6 eV
SMILES ... CC(=O)O[C@H]1NC(=O)[C@@H]1[C@@H](C)O[Si](C)(C)C(C)(C)C
Electronic energy ... -1155.56407 a.u.
LUMO energy ... 0.02221 Ha

What did the fourth record say?
Formula: C13H25NO4Si
Source: the OMol25 dataset
Level of theory: wB97M-V/def2-TZVPD

Structure (XYZ):
```
44
Properties=species:S:1:pos:R:3
C -3.35796 3.96157 0.55734
C -2.28921 2.95283 0.53135
O -2.44649 1.93954 -0.13377
O -1.17979 3.25598 1.35595
C -0.22561 2.19403 1.14215
N 1.19218 2.55807 1.05010
C 1.51654 1.69799 2.14906
O 2.56978 1.38056 2.70118
C 0.07266 1.25646 2.28773
C -0.13819 -0.27032 2.01002
C -1.62774 -0.60552 2.16172
O 0.46991 -0.59379 0.76236
Si 0.17986 -1.65741 -0.58198
C -1.38970 -1.03504 -1.40581
C -0.28311 -3.37383 0.03548
C 1.79749 -1.45201 -1.65362
C 1.26670 -0.78716 -3.00799
C 2.69731 -0.32548 -1.02394
C 2.59026 -2.66168 -2.11319
H -4.16460 3.64001 -0.13365
H -3.06476 5.04103 0.50453
H -3.81874 4.00193 1.56361
H -0.48423 1.60498 0.26615
H 1.40662 3.59843 1.15147
H -0.38552 1.60906 3.27990
H 0.42135 -0.83234 2.81390
H -1.90439 -1.65434 2.18520
H -2.24976 -0.06568 1.41806
H -1.91253 -0.32270 3.12856
H -1.78551 -1.93915 -1.86832
H -2.01653 -0.71136 -0.56677
H -1.37483 -0.18729 -2.09750
H -0.62008 -3.34263 1.06530
H 0.61200 -3.99695 0.07503
H -1.05177 -3.85813 -0.55067
H 2.09419 -0.71026 -3.75259
H 0.58448 -1.40478 -3.66096
H 0.83792 0.13820 -2.71247
H 3.60672 0.00986 -1.57439
H 2.14854 0.59276 -0.71725
H 3.14548 -0.72055 -0.06016
H 3.14372 -2.33091 -2.97875
H 3.37263 -2.99064 -1.42068
H 2.04472 -3.60334 -2.18170
```

Calculated values
HOMO ... -9.6 eV
SMILES ... CC(=O)O[C@H]1NC(=O)[C@@H]1[C@@H](C)O[Si](C)(C)C(C)(C)C
Electronic energy ... -1155.56407 a.u.
LUMO energy ... 0.02221 Ha